Entry 1:
Computed, not measured: a structure of composition C6H15N, with wB97M-V/def2-TZVPD.

Last column: Mulliken charge in e.
CARTESIAN COORDINATES (ANGSTROEM)
C: -1.19 -0.06 1.47  -0.927
N: 0.21 0.29 1.16  -0.432
C: 0.81 -0.57 0.40  0.077
C: 2.28 -0.16 0.14  -0.610
C: 2.41 1.02 -0.83  -0.971
C: -1.98 -0.63 0.30  -0.234
C: -2.37 0.53 -0.68  -1.089
H: -1.74 0.85 1.73  0.438
H: -1.21 -0.66 2.39  0.359
H: 0.54 -1.28 -1.62  0.227
H: 0.81 -1.55 0.90  0.476
H: 0.41 -0.89 -0.85  -0.477
H: 2.53 0.11 1.16  0.304
H: 2.73 -1.11 -0.17  0.387
H: 2.61 1.97 -0.33  0.253
H: 1.52 1.05 -1.45  0.294
H: 3.32 0.86 -1.41  0.308
H: -1.40 -1.34 -0.29  0.263
H: -2.93 -1.04 0.64  0.399
H: -2.33 0.43 -1.76  0.314
H: -3.38 0.89 -0.51  0.316
H: -1.63 1.28 -0.38  0.325

Computed properties:
Lowest unoccupied orbital energy = -0.19 eV
Highest occupied orbital energy = -8.7 eV

=====

Entry 2:
Computed, not measured: a structure of composition C6H15N, with wB97M-V/def2-TZVPD.

Last column: Mulliken charge in e.
CARTESIAN COORDINATES (ANGSTROEM)
C: 1.19 1.36 0.04  -1.277
C: 0.26 0.91 0.97  0.078
C: 0.08 -0.47 1.28  0.780
C: 1.04 -1.56 0.83  -1.276
C: -1.10 -0.87 1.79  -1.098
C: -2.26 -0.34 -1.20  -0.784
N: 0.98 0.88 -2.51  -0.739
H: 1.33 2.44 0.10  0.332
H: 1.07 1.03 -1.19  0.454
H: 2.12 0.90 0.39  0.386
H: -0.33 1.61 1.55  0.357
H: -2.01 -1.37 -1.45  0.217
H: 0.42 -2.21 0.21  0.309
H: 1.43 -2.21 1.60  0.354
H: 1.84 -1.14 0.22  0.364
H: -1.77 -0.12 2.19  0.343
H: -1.20 -1.94 1.87  0.327
H: -3.30 -0.23 -0.91  0.371
H: -1.75 -0.10 -0.27  0.040
H: -1.91 0.34 -1.96  0.198
H: 1.82 0.94 -3.07  0.137
H: 0.21 1.33 -2.99  0.128

Computed properties:
Lowest unoccupied orbital energy = -0.76 eV
Highest occupied orbital energy = -7.7 eV

=====

Entry 3:
Computed, not measured: the molecule C6H15N, with wB97M-V/def2-TZVPD.

Last column: Mulliken charge in e.
CARTESIAN COORDINATES (ANGSTROEM)
C: 1.55 -1.37 -1.57  -0.994
C: 1.77 -0.11 -0.76  -0.479
C: 0.30 0.87 -0.43  -1.103
C: -0.48 0.18 0.60  1.113
C: -1.31 -1.01 0.15  -1.645
C: -1.65 1.63 0.78  -1.320
N: 0.14 -0.04 1.84  -0.545
H: 1.10 -2.17 -0.96  0.211
H: 0.91 -1.17 -2.44  0.258
H: 2.49 -1.77 -1.96  0.363
H: 2.33 -0.33 0.15  0.319
H: 2.41 0.58 -1.32  0.368
H: 0.72 1.83 -0.14  0.419
H: -0.19 0.90 -1.40  0.351
H: -2.12 -1.21 0.85  0.478
H: -0.72 -1.93 0.12  0.352
H: -1.74 -0.84 -0.84  0.297
H: -1.18 2.39 1.41  0.354
H: -2.52 1.22 1.31  0.374
H: -2.04 2.07 -0.15  0.344
H: 0.66 0.75 2.20  0.245
H: -0.44 -0.47 2.55  0.241

Computed properties:
Lowest unoccupied orbital energy = 1.04 eV
SMILES = CCCC(C)(C)N
Highest occupied orbital energy = -8.1 eV

=====

Entry 4:
Computed, not measured: the molecule C6H15N, with wB97M-V/def2-TZVPD.

Last column: Mulliken charge in e.
CARTESIAN COORDINATES (ANGSTROEM)
C: -0.60 1.17 2.44  -1.148
C: -0.61 -0.04 1.43  -0.793
C: 0.37 0.15 0.29  0.529
C: 1.68 -0.69 0.65  -1.480
C: -0.42 -0.42 -0.99  -0.115
C: 0.41 -0.99 -2.22  -1.344
N: -1.00 0.84 -1.50  -0.782
H: -0.20 2.02 1.87  0.321
H: 0.18 0.91 3.22  0.234
H: -1.51 1.57 2.86  0.353
H: -1.71 -0.13 1.07  0.322
H: -0.51 -1.03 1.85  0.516
H: 0.72 1.08 -0.18  0.399
H: 2.18 -1.01 -0.29  0.390
H: 2.33 -0.10 1.29  0.362
H: 1.35 -1.52 1.27  0.307
H: -0.98 -1.34 -0.74  0.354
H: 1.24 -1.62 -1.79  0.303
H: -0.24 -1.66 -2.77  0.407
H: 0.97 -0.15 -2.71  0.293
H: -1.47 0.49 -2.36  0.306
H: -0.28 1.44 -1.89  0.267

Computed properties:
Lowest unoccupied orbital energy = 1.14 eV
SMILES = CC[C@@H](C)[C@H](C)N
Highest occupied orbital energy = -9.2 eV

=====

Entry 5:
Computed, not measured: the ion C6H15N with charge +1, with wB97M-V/def2-TZVPD.

Last column: Löwdin spin population.
CARTESIAN COORDINATES (ANGSTROEM)
C: 0.52 -1.84 1.34  0.058
C: -0.61 -0.95 0.80  0.130
C: -0.37 -0.27 -0.57  0.017
C: 0.67 0.87 -0.50  0.000
C: 0.09 2.04 0.31  0.006
C: 0.91 1.35 -1.93  0.001
N: -1.81 -1.68 0.80  0.672
H: 1.48 -1.47 0.99  0.011
H: 0.45 -2.87 1.00  -0.001
H: 0.54 -1.85 2.42  0.000
H: -0.72 -0.09 1.49  0.064
H: 0.06 -1.05 -1.21  0.003
H: -1.31 0.10 -0.97  0.000
H: 1.55 0.50 0.02  0.000
H: 0.76 2.89 0.26  0.001
H: -0.04 1.82 1.37  0.003
H: -0.87 2.40 -0.09  0.000
H: -0.06 1.53 -2.38  0.000
H: 1.47 0.64 -2.54  0.000
H: 1.51 2.25 -1.99  0.000
H: -2.31 -1.86 -0.08  0.018
H: -1.90 -2.46 1.46  0.015

Computed properties:
Lowest unoccupied orbital energy (spin up / spin down) = -3.24 / -8.30 eV
Charge = +1
Highest occupied orbital energy (spin up / spin down) = -15.2 / -15.2 eV
Multiplicity = 2

=====

Entry 6:
Computed, not measured: a cluster of 3 separate species, C6H15N in total, with wB97M-V/def2-TZVPD.

Last column: Löwdin spin population.
CARTESIAN COORDINATES (ANGSTROEM)
C: -0.13 1.15 -0.22  0.009
C: 0.89 0.54 0.66  0.001
C: 0.55 -0.24 1.77  0.000
C: -0.85 -0.81 1.94  0.000
C: 1.48 -0.51 2.71  0.001
C: 0.45 -0.77 -2.89  0.044
N: -1.88 0.64 -2.59  0.859
H: 0.32 1.83 -0.93  0.001
H: -0.79 0.32 -0.42  0.007
H: -0.63 1.90 0.43  0.000
H: 1.85 1.05 0.67  0.000
H: 1.35 -0.16 -2.97  0.002
H: -0.91 -1.22 2.95  0.000
H: -1.64 -0.08 1.75  0.000
H: -0.99 -1.67 1.29  0.000
H: 2.50 -0.14 2.63  0.000
H: 1.24 -1.18 3.53  0.000
H: 0.38 -1.33 -3.82  -0.001
H: -0.46 -0.07 -2.71  0.013
H: 0.46 -1.38 -1.98  0.003
H: -2.77 0.15 -2.60  0.031
H: -2.08 1.59 -2.91  0.031

Computed properties:
Lowest unoccupied orbital energy (spin up / spin down) = -6.75 / -6.75 eV
Charge = +1
Highest occupied orbital energy (spin up / spin down) = -13.2 / -12.9 eV
Multiplicity = 2

=====

Entry 7:
Computed, not measured: the molecule C6H15N2, with wB97M-V/def2-TZVPD.

Last column: Löwdin spin population.
CARTESIAN COORDINATES (ANGSTROEM)
C: -2.71 -0.28 1.07  0.063
C: -1.90 0.29 -0.05  0.077
C: -0.38 0.38 0.31  0.021
C: 0.64 0.34 -0.83  0.047
N: 4.26 0.16 0.54  0.001
C: 3.01 0.64 0.10  0.002
C: 1.90 -0.07 -0.19  0.008
N: -1.93 -0.71 -1.17  0.209
H: -3.68 -0.70 0.67  0.044
H: -2.29 -1.21 1.68  0.009
H: -2.96 0.61 1.72  0.006
H: -2.40 1.18 -0.43  0.029
H: -0.33 1.23 1.01  0.001
H: -0.39 -0.51 0.96  0.008
H: 0.72 1.30 -1.25  0.007
H: 0.36 -0.40 -1.66  0.039
H: 4.83 0.83 0.96  0.000
H: 4.17 -0.76 0.95  0.000
H: 3.12 1.65 -0.29  0.001
H: 1.82 -1.07 0.23  0.005
H: -1.33 -1.49 -0.94  0.100
H: -1.55 -0.33 -2.06  0.120
H: -2.99 -1.05 -1.34  0.202

Computed properties:
Lowest unoccupied orbital energy (spin up / spin down) = 0.99 / 0.84 eV
Highest occupied orbital energy (spin up / spin down) = -3.4 / -8.3 eV
Multiplicity = 2

=====

Entry 8:
Computed, not measured: a cluster of 2 separate species, C6H15N2 in total, with wB97M-V/def2-TZVPD.

Last column: Mulliken charge in e.
CARTESIAN COORDINATES (ANGSTROEM)
C: 1.14 -1.63 -1.18  -1.161
C: 1.40 -1.18 0.28  -0.935
C: 0.41 -0.08 0.63  1.082
C: 0.90 1.20 0.85  -0.444
N: 0.10 2.23 1.25  -0.339
C: -0.93 -0.39 0.71  -0.211
C: -1.48 -1.75 0.92  -1.361
N: -1.05 2.27 -1.93  -0.555
H: 0.08 -1.82 -1.33  0.373
H: 1.45 -0.82 -1.84  0.343
H: 2.45 -0.89 0.30  0.373
H: 1.32 -2.04 0.94  0.349
H: 1.91 1.47 0.56  0.410
H: 0.47 2.87 1.94  0.329
H: -0.69 1.78 1.72  0.273
H: -1.67 0.40 0.65  0.397
H: -1.38 3.22 -1.98  0.209
H: -2.48 -1.80 0.51  0.352
H: -1.47 -1.88 2.01  0.354
H: -0.90 -2.60 0.54  0.408
H: 1.72 -2.50 -1.48  0.351
H: -0.94 1.83 -2.82  0.207
H: -0.35 2.10 -1.25  0.195

Computed properties:
Lowest unoccupied orbital energy = -6.01 eV
Charge = +1
Highest occupied orbital energy = -12.9 eV

=====

Entry 9:
Computed, not measured: a structure of composition C6H15N2, with wB97M-V/def2-TZVPD.

Last column: Mulliken charge in e.
CARTESIAN COORDINATES (ANGSTROEM)
C: -3.14 0.60 -1.96  -1.172
C: -2.63 -0.28 -0.85  -0.085
C: -1.42 -0.07 -0.36  -0.101
N: -0.79 -0.89 0.66  -0.405
H: -2.50 1.47 -2.09  0.314
H: -3.14 0.09 -2.91  0.298
H: -4.16 0.94 -1.75  0.350
H: -3.22 -1.16 -0.61  0.279
H: -0.83 0.79 -0.64  0.230
H: -1.36 -1.72 0.78  0.308
H: 0.41 -1.17 0.24  0.324
H: -0.71 -0.45 1.57  0.325
N: 1.68 -1.35 -0.07  -0.478
C: 2.59 -0.32 0.51  -0.633
C: 1.73 1.72 1.61  -0.766
C: 1.96 1.04 0.49  -0.043
H: 1.96 -2.28 0.21  0.312
H: 1.74 -1.36 -1.08  0.339
H: 3.51 -0.24 -0.07  0.309
H: 2.89 -0.65 1.50  0.394
H: 1.34 2.72 1.67  0.301
H: 1.99 1.23 2.54  0.240
H: 1.73 1.50 -0.47  0.361

Computed properties:
Lowest unoccupied orbital energy = -2.78 eV
Charge = +1
Highest occupied orbital energy = -13.3 eV

=====

Entry 10:
Computed, not measured: the ion C6H15N2 with charge +1, with wB97M-V/def2-TZVPD.

Last column: Löwdin spin population.
CARTESIAN COORDINATES (ANGSTROEM)
C: -2.35 0.53 -0.94  0.020
C: -1.81 -0.73 1.25  0.104
C: 2.10 0.18 1.02  0.014
C: 1.82 -0.37 -1.40  0.066
C: -1.29 -0.31 -0.24  0.084
C: 1.20 -0.40 -0.02  0.067
N: -0.26 1.84 0.57  0.949
N: -0.04 0.25 -0.13  0.611
H: -1.85 0.85 -1.90  0.001
H: -3.22 0.03 -1.32  0.002
H: -2.71 1.47 -0.50  0.000
H: -2.22 0.08 1.83  0.005
H: -0.91 -1.06 1.81  0.000
H: -2.44 -1.61 1.30  0.011
H: 2.67 1.01 0.56  0.000
H: 1.63 0.43 1.88  0.001
H: 2.85 -0.53 1.40  0.004
H: 2.90 -0.72 -1.25  0.010
H: 2.09 0.65 -1.83  -0.001
H: 1.30 -0.96 -2.27  -0.001
H: -1.22 -1.23 -0.86  0.006
H: 1.10 -1.44 0.16  0.010
H: 0.67 2.01 0.85  0.037

Computed properties:
Lowest unoccupied orbital energy (spin up / spin down) = -4.35 / -7.74 eV
Charge = +1
Highest occupied orbital energy (spin up / spin down) = -14.9 / -16.0 eV
Multiplicity = 3

=====

no.,largest force on an atom (eV/A)
1,6.5
2,5.1
3,6.0
4,4.4
5,1.4
6,3.1
7,3.0
8,2.9
9,1.1
10,4.9